Entry from OMol25: a molecular structure, C10H21F6NNaNiO15S5 at a distorted geometry (ωB97M-V/def2-TZVPD).

Properties
spin multiplicity: 3
energy: -5837.05474 a.u.
<S²>: 2.02
net charge: +1
HOMO (alpha / beta): -0.391 / -0.391 hartree
molar mass: 751.3 g/mol

Cartesian coordinates (Å):
Na1 3.926 3.655 0.892
Ni1 -1.282 0.770 -0.132
C1 -2.862 -4.002 -2.077
F1 -2.532 -5.130 -2.778
F2 -4.121 -3.615 -2.409
F3 -2.746 -4.171 -0.705
S1 -1.557 -2.523 -2.599
O1 -0.574 -2.463 -1.578
O2 -0.945 -2.739 -3.914
N1 -2.527 -1.041 -2.403
S2 -3.040 -0.761 -3.854
O3 -1.974 -0.118 -4.623
O4 -3.579 -1.967 -4.523
C2 -4.459 0.612 -3.759
F4 -5.683 0.114 -3.717
F5 -4.212 1.366 -2.679
F6 -4.334 1.218 -4.895
O5 1.412 1.092 0.658
H1 2.005 0.318 0.602
O6 -1.456 -1.285 3.077
S3 -1.783 -1.989 4.349
O7 -3.171 -2.549 4.478
O8 -0.705 -3.116 4.624
C3 0.637 -2.880 4.274
C4 1.424 -3.487 5.479
C5 -1.418 -0.928 5.794
H2 0.827 -1.813 4.160
H3 0.726 -3.401 3.322
H4 0.898 -3.256 6.405
H5 2.440 -3.100 5.561
H6 1.685 -4.541 5.379
H7 -1.470 -1.550 6.687
H8 -2.102 -0.083 5.873
H9 -0.347 -0.738 5.735
O9 1.261 5.285 -1.772
S4 -0.079 5.194 -2.286
O10 -0.850 3.947 -1.988
O11 -0.919 6.526 -1.673
C6 -1.057 6.633 -0.251
C7 -2.050 7.775 -0.010
C8 -0.057 5.654 -4.111
H10 -0.126 6.855 0.270
H11 -1.293 5.713 0.284
H12 -1.912 8.005 1.047
H13 -3.035 7.559 -0.423
H14 -1.704 8.623 -0.601
H15 0.615 4.879 -4.479
H16 0.278 6.691 -4.156
H17 -1.060 5.717 -4.531
C9 5.162 -2.872 -1.288
C10 5.267 -2.887 0.222
O12 5.271 -4.271 0.473
S5 4.594 -5.258 -0.574
O13 3.089 -5.430 -0.406
O14 5.493 -6.413 -0.645
O15 4.864 -4.221 -1.789
H18 6.133 -2.544 -1.657
H19 4.380 -2.235 -1.703
H20 4.448 -2.335 0.682
H21 6.185 -2.495 0.661

***

Entry from OMol25: a molecular structure, C10H21IN3OP2V at a distorted geometry (ωB97M-V/def2-TZVPD).

Properties
spin multiplicity: 2
energy: -2556.25382 a.u.
<S²>: 0.78
net charge: +3
HOMO (alpha / beta): -0.729 / -0.720 hartree
molar mass: 439.1 g/mol

Cartesian coordinates (Å):
C1 0.080 0.922 -2.015
I1 -0.769 -1.612 -1.973
H1 -0.481 0.736 -2.937
H2 1.157 0.927 -2.217
H3 -0.222 1.931 -1.667
V1 -0.026 0.055 0.126
P1 2.171 -0.862 0.117
C2 3.237 -0.365 1.493
C3 2.125 -2.681 0.231
H4 3.117 -3.086 -0.017
H5 4.055 -1.126 -1.361
H6 1.366 -3.071 -0.461
H7 2.544 -0.817 -2.283
H8 2.856 -0.803 2.424
H9 1.857 -2.972 1.255
C4 3.129 -0.537 -1.398
H10 4.260 -0.720 1.315
H11 3.376 0.530 -1.460
H12 3.240 0.727 1.592
P2 -2.265 0.855 0.219
C5 -2.552 2.069 1.535
C6 -3.020 1.567 -1.268
H13 -3.103 -1.401 -0.019
H14 -4.388 -0.232 0.474
H15 -3.202 -0.838 1.676
C7 -3.348 -0.548 0.628
H16 -2.982 0.844 -2.089
H17 -4.062 1.829 -1.046
H18 -3.469 2.627 1.303
H19 -1.706 2.765 1.603
H20 -2.471 2.463 -1.576
H21 -2.653 1.538 2.491
C8 0.648 1.655 0.783
O1 1.042 2.663 1.258
N1 -0.319 -0.789 1.838
C9 -0.675 -0.923 2.956
N2 -1.282 -0.886 4.057
C10 -1.132 -1.611 5.143
N3 -1.106 -2.178 6.165

***

Entry from OMol25: a molecular structure, C10H21N2O at a distorted geometry (ωB97M-V/def2-TZVPD).

Properties
spin multiplicity: 1
energy: -577.98764 a.u.
net charge: +1
HOMO: -0.499 hartree
molar mass: 185.3 g/mol

Cartesian coordinates (Å):
C1 -2.023 -1.261 2.345
C2 -0.532 -1.045 2.591
C3 -2.298 -0.894 0.927
C4 -0.089 0.345 2.145
C5 -1.855 0.495 0.466
C6 -0.409 0.649 0.607
C7 2.518 0.993 -0.869
C8 1.817 -0.802 -2.516
C9 0.358 1.129 -2.410
C10 1.440 0.395 -1.707
N1 0.286 -1.478 -0.112
N2 0.263 -0.246 -0.264
O1 -0.081 1.990 0.423
H1 -2.180 -2.292 2.498
H2 -2.772 -0.701 2.990
H3 -0.073 -1.003 3.645
H4 0.075 -1.822 2.021
H5 -1.765 -1.542 0.261
H6 -3.288 -1.125 0.706
H7 -0.514 1.185 2.682
H8 1.043 0.550 2.104
H9 -2.248 0.567 -0.632
H10 -2.345 1.193 1.127
H11 3.321 1.461 -1.475
H12 2.059 1.706 -0.099
H13 2.989 0.225 -0.124
H14 2.398 -1.587 -2.174
H15 2.447 -0.317 -3.305
H16 0.831 -1.122 -2.819
H17 -0.490 0.627 -2.582
H18 0.259 2.083 -2.030
H19 0.699 1.271 -3.383
H20 0.914 -1.926 -0.903
H21 -0.753 2.301 -0.135